C35H52I2N3PSbSi3Tl | the ωB97M-V functional and the def2-TZVPD basis

Geometry as XYZ:
```
98
Properties=species:S:1:pos:R:3:forces:R:3
H 4.983 1.418 1.453 -0.1 0.0 0.1
C 1.479 -2.100 -1.086 -0.1 0.2 0.2
H 2.975 3.100 4.378 0.0 -0.1 0.0
C 3.178 2.105 3.979 -0.2 0.1 0.1
H -2.615 2.180 -3.877 0.0 0.0 0.0
H -3.236 -6.449 -0.724 0.0 0.0 0.0
H 3.022 3.428 0.184 0.0 0.0 0.1
C -1.380 -5.438 -0.357 0.0 0.0 0.0
C -3.436 -0.431 -0.143 0.2 0.1 0.0
H -0.488 4.516 5.205 0.0 0.0 -0.1
H 3.898 0.408 0.501 0.1 0.1 0.1
N -2.545 0.623 -0.092 -0.2 -0.2 0.0
H -3.008 4.114 2.374 0.0 0.0 0.0
C -3.244 1.674 0.268 0.1 0.0 0.0
H 1.096 3.941 4.677 0.0 0.0 0.0
H -0.970 0.839 5.654 0.1 0.0 0.0
Si -0.632 -0.283 3.448 -0.1 -0.1 0.2
C 0.347 -0.804 -4.419 0.0 0.0 -0.1
H 2.495 -2.740 -2.872 0.0 0.0 0.0
H 2.316 0.523 -0.745 0.0 0.0 -0.1
Si 2.708 1.959 2.159 0.2 0.1 0.1
H 0.792 -1.462 0.841 0.0 0.0 0.0
H 1.303 -2.480 -7.261 0.0 0.0 0.0
H -0.240 -0.760 5.849 -0.1 0.0 -0.1
H -0.432 -2.518 2.315 0.0 0.0 0.1
H 2.331 1.894 -1.655 -0.1 0.0 0.0
H -2.973 0.582 3.124 0.0 -0.1 0.0
H 0.376 -4.222 -0.164 0.0 0.0 0.0
H 0.946 2.208 -6.815 0.0 0.0 0.0
H -2.965 2.493 3.073 0.0 0.1 0.0
C 3.923 -2.570 0.194 0.0 0.0 0.0
H 1.353 -0.089 -7.622 0.0 0.0 0.0
H 0.891 -4.424 -5.799 0.0 0.0 0.0
H 0.199 -4.080 -3.456 0.0 0.0 0.0
H -2.750 -2.652 -2.646 0.0 0.0 0.0
H 0.987 -2.215 3.335 -0.1 0.0 0.0
C -2.501 -0.389 3.280 -0.1 0.1 -0.1
C -0.096 -2.079 3.260 0.3 0.0 -0.3
C 0.327 1.571 -4.838 0.1 0.0 -0.1
C 1.632 -1.852 0.281 0.1 -0.1 0.0
H -0.436 5.185 1.078 0.0 0.0 0.1
H -3.617 2.077 -2.419 0.0 0.0 0.1
H -3.118 -1.423 -0.421 0.0 0.0 0.0
H 2.625 1.384 4.588 0.1 0.1 0.0
C -2.364 -3.432 -1.998 0.0 -0.1 0.0
H -5.276 1.982 0.711 0.0 0.0 0.0
H 3.914 4.058 1.575 0.0 -0.1 0.0
C -1.093 -3.299 -1.436 -0.1 0.1 0.2
H 4.232 -0.011 2.177 0.0 0.1 -0.1
C -2.534 3.492 3.140 -0.1 -0.2 -0.1
C 1.004 0.091 -6.610 0.0 0.0 -0.1
C -0.284 5.185 2.160 0.2 0.0 -0.3
H -0.991 -6.220 0.284 0.0 0.0 0.0
C 0.775 -1.021 -5.763 0.0 0.0 0.1
C 0.789 1.358 -6.162 -0.1 0.1 0.1
H -0.092 2.795 5.289 0.0 0.1 0.0
H 0.754 0.609 5.339 -0.1 0.0 0.1
H -2.773 -1.022 2.431 0.0 0.0 0.0
C 0.968 -2.340 -6.238 0.0 0.0 0.0
C -3.129 -4.562 -1.750 0.0 0.0 0.0
H 2.291 0.423 -2.380 0.0 0.0 0.0
I -3.848 -0.151 -3.852 0.1 0.0 0.0
Si -0.653 3.529 2.954 -0.1 0.2 0.2
H 0.742 5.506 2.354 -0.1 0.0 0.0
C 2.578 -2.556 -1.810 0.0 0.0 0.0
I -0.305 3.860 -1.583 0.1 0.2 0.1
N -4.542 1.348 0.454 0.0 0.0 0.0
Sb 0.203 1.421 1.654 0.3 0.1 0.4
H -2.932 -0.828 4.186 0.1 0.0 0.0
C 0.742 -3.415 -5.431 0.0 0.0 0.1
H 2.925 -1.926 1.987 0.0 0.0 -0.1
H -2.847 2.675 0.377 -0.1 -0.1 0.0
H -4.111 -4.654 -2.198 0.0 0.0 0.0
C -0.609 -4.307 -0.606 0.0 0.0 0.0
C 0.032 3.699 4.693 0.1 -0.2 0.1
C -2.870 1.562 -3.017 0.1 0.0 0.1
C 4.062 0.827 1.495 -0.2 -0.4 -0.1
H 2.160 4.292 1.442 0.1 0.0 0.0
H -0.955 5.929 2.601 0.0 -0.1 0.0
C -0.232 0.148 5.237 0.1 0.2 0.1
C 2.836 -2.106 0.922 -0.2 -0.1 0.0
C 3.794 -2.780 -1.171 0.0 0.0 0.0
P -0.179 -1.752 -1.794 0.2 -0.2 -0.3
C 0.345 -3.215 -4.093 -0.1 0.0 -0.1
H 4.246 1.905 4.104 0.0 0.0 -0.1
H 4.871 -2.756 0.684 0.0 0.0 0.0
H 0.142 2.593 -4.518 0.0 0.0 0.0
H 4.644 -3.128 -1.746 0.0 0.0 0.0
C 0.163 -1.952 -3.583 -0.1 0.0 0.0
C -4.680 0.003 0.193 0.0 0.0 0.0
C 0.118 0.529 -3.975 0.0 -0.1 0.2
H -2.801 3.901 4.120 0.0 0.0 -0.1
C -2.638 -5.568 -0.924 0.0 0.0 0.0
Tl -0.833 1.138 -2.026 -0.5 -0.1 -1.1
H -5.624 -0.511 0.263 0.0 0.1 0.0
N 1.949 0.955 -1.586 0.2 -0.1 0.2
H -0.561 -2.649 4.070 0.0 0.1 0.0
C 2.974 3.587 1.266 -0.1 0.2 -0.1
```
Forces are in eV/Å.

Results
- Frontier orbital gap: 7.3 eV
- E_tot: -3747.18051 a.u.
- HOMO level: -7.36 eV
- LUMO energy: -0.0010 Eh
- Charge: 0
- ΔE to the lowest compared entry with this formula, charge and spin: 27.1 kcal per mole